{
  "formula": "C56H63BrClN4OP3PdSe2",
  "method": "ωB97M-V/def2-TZVPD",
  "lumo_energy_ev": [0.46, -0.06],
  "spin_multiplicity": 3,
  "orbital_gap_ev": [6.88, 7.53],
  "de_lowest_kcal_mol": 16.0,
  "elements": ["Pd", "Se", "P", "C", "C", "C", "C", "C", "C", "C", "C", "C", "C", "C", "C", "C", "C", "N", "N", "N", "P", "Se", "C", "C", "C", "C", "C", "C", "C", "C", "C", "C", "C", "C", "H", "H", "H", "H", "H", "H", "H", "H", "H", "H", "H", "H", "H", "H", "H", "H", "H", "H", "H", "H", "Br", "C", "C", "C", "N", "C", "C", "H", "H", "H", "H", "Cl", "C", "C", "C", "C", "C", "C", "C", "H", "H", "H", "H", "H", "H", "O", "P", "C", "C", "C", "C", "C", "C", "C", "C", "C", "C", "C", "C", "C", "C", "C", "C", "C", "C", "H", "H", "H", "H", "H", "H", "H", "H", "H", "H", "H", "H", "H", "H", "H", "H", "H", "H", "H", "H", "H", "H", "H", "H", "H", "H", "H", "H", "H", "H", "H", "H", "H"],
  "coordinates": [[-2.04636, -0.42557, -1.85580], [1.91601, 6.01102, -0.51875], [2.06577, 3.98350, 0.03467], [3.57711, 3.20730, -0.61331], [4.80476, 3.59501, -0.07189], [5.98267, 3.05363, -0.56144], [5.94595, 2.12730, -1.59834], [4.72999, 1.74581, -2.14435], [3.54553, 2.28569, -1.65163], [2.29547, 3.83075, 1.83951], [1.89075, 4.86348, 2.67103], [2.08309, 4.76688, 4.04690], [2.69645, 3.64735, 4.58681], [3.11157, 2.61377, 3.75156], [2.90532, 2.70284, 2.38585], [0.68581, 2.83701, -0.36165], [-0.08086, 2.27884, -1.41944], [-0.87453, 1.33671, -0.84240], [-0.66780, 1.33242, 0.45063], [0.25491, 2.21400, 0.76610], [-0.42953, 2.44773, -3.19430], [-2.16010, 1.32163, -3.79865], [-0.63538, 4.17849, -3.66736], [-1.78838, 4.60933, -4.32446], [-1.90756, 5.93860, -4.70434], [-0.88379, 6.83695, -4.42786], [0.26429, 6.40807, -3.77794], [0.39224, 5.07931, -3.40839], [1.02042, 1.84894, -4.09961], [1.68405, 2.61086, -5.05405], [2.76377, 2.06420, -5.74059], [3.17096, 0.76519, -5.48017], [2.50650, 0.00184, -4.52480], [1.43566, 0.54430, -3.83422], [4.83123, 4.32168, 0.73027], [6.93226, 3.35214, -0.13307], [6.86926, 1.70487, -1.98005], [4.69497, 1.02149, -2.94952], [2.59898, 1.96899, -2.06500], [1.43213, 5.74340, 2.23909], [1.76083, 5.57523, 4.69323], [2.86056, 3.57899, 5.65693], [3.59434, 1.73579, 4.16783], [3.21741, 1.89357, 1.73813], [-2.58435, 3.90653, -4.52869], [-2.80108, 6.27241, -5.21848], [-0.98237, 7.87625, -4.71907], [1.06021, 7.10313, -3.53923], [1.29839, 4.75178, -2.92029], [1.35756, 3.61964, -5.26990], [3.28269, 2.65645, -6.48505], [4.01456, 0.34525, -6.01683], [2.82157, -1.01489, -4.32075], [0.91830, -0.03707, -3.08074], [-7.35579, 2.47777, 1.69204], [-5.88961, 1.73058, 0.76624], [-5.13607, 2.51906, -0.08193], [-4.07827, 1.91955, -0.74908], [-3.76956, 0.63454, -0.60348], [-4.49478, -0.10522, 0.23244], [-5.57302, 0.39574, 0.94241], [-5.35624, 3.56887, -0.22043], [-3.45940, 2.49238, -1.42580], [-4.18082, -1.13899, 0.34544], [-6.14299, -0.23840, 1.61067], [-0.93220, -1.98505, -3.70473], [-1.71726, -3.41007, -3.04505], [-1.06864, -4.62864, -3.06760], [-1.62289, -5.69996, -2.37469], [-2.79748, -5.49844, -1.65742], [-3.44263, -4.27149, -1.67975], [-2.95085, -3.18946, -2.41985], [-3.63047, -1.90851, -2.52386], [-0.13180, -4.72966, -3.60366], [-1.14008, -6.66968, -2.39120], [-3.21382, -6.31436, -1.07379], [-4.36696, -4.13615, -1.12712], [-4.57059, -1.84576, -1.99386], [-3.68466, -1.49605, -3.52042], [-1.57101, -1.90756, -0.08003], [-0.66808, -2.41611, 1.01848], [-0.58916, -1.25148, 2.41783], [-1.99478, -0.64197, 2.64204], [-2.07807, 0.09141, 3.99313], [-0.72495, 0.69966, 4.35833], [0.32418, -0.40704, 4.58195], [0.01766, -1.67442, 3.76145], [-1.25658, -4.08668, 1.47081], [-2.76687, -4.09229, 1.83005], [-2.97644, -4.18089, 3.33967], [-2.42534, -5.51162, 3.88982], [-1.22660, -6.01985, 3.06683], [-0.41551, -4.84540, 2.51717], [1.01592, -2.68443, 0.34834], [1.37697, -1.51774, -0.60083], [2.86336, -1.57006, -0.94591], [3.72523, -1.29901, 0.30643], [2.98234, -1.67201, 1.60070], [2.14903, -2.93627, 1.37952], [0.03904, -0.46026, 1.99568], [-2.76711, -1.41778, 2.60354], [-2.18171, 0.05186, 1.82836], [-2.39126, -0.59920, 4.78476], [-2.84108, 0.86956, 3.93563], [-0.81078, 1.31720, 5.25394], [-0.40466, 1.36118, 3.54583], [0.37597, -0.67360, 5.63985], [1.30668, -0.02563, 4.29718], [-0.69201, -2.30396, 4.30397], [0.93394, -2.25237, 3.64891], [-1.14516, -4.58606, 0.50263], [-3.24311, -4.95547, 1.35756], [-3.25246, -3.21074, 1.40944], [-4.03611, -4.08416, 3.58226], [-2.47041, -3.33984, 3.82134], [-3.21278, -6.26902, 3.88475], [-2.12587, -5.37857, 4.93158], [-1.57857, -6.62841, 2.22724], [-0.59589, -6.66530, 3.67977], [0.51395, -5.19829, 2.06823], [-0.14363, -4.19461, 3.35360], [0.88065, -3.58393, -0.26194], [1.15475, -0.55805, -0.12574], [0.75911, -1.57754, -1.49087], [3.09941, -0.83949, -1.72243], [3.09498, -2.55935, -1.35682], [4.01523, -0.24665, 0.33324], [4.65255, -1.87430, 0.24343], [2.32299, -0.85137, 1.91228], [3.69759, -1.82657, 2.41261], [1.75051, -3.30387, 2.32304], [2.80862, -3.72302, 0.99971]],
  "forces_ev_per_angstrom": [[-1.022, 0.126, 0.735], [-0.042, 0.010, -0.030], [-0.073, -0.048, -0.079], [-0.015, -0.043, -0.067], [0.013, 0.006, -0.120], [-0.058, 0.030, 0.044], [0.004, -0.023, -0.052], [-0.004, 0.000, 0.025], [0.091, -0.065, 0.112], [-0.086, -0.094, -0.041], [-0.028, -0.037, 0.133], [0.004, 0.013, -0.065], [0.020, -0.021, -0.015], [-0.020, -0.031, 0.032], [-0.066, -0.017, 0.005], [-0.224, -0.233, 0.313], [-0.055, -0.079, 0.083], [0.336, 0.305, -0.236], [0.243, 0.077, -0.029], [0.112, -0.023, -0.172], [0.171, 0.228, -0.012], [-0.021, 0.041, 0.019], [-0.027, 0.036, 0.006], [0.046, 0.069, 0.106], [0.029, -0.031, -0.006], [-0.011, -0.001, -0.011], [0.019, 0.032, 0.008], [-0.061, -0.062, -0.091], [0.052, 0.051, 0.037], [0.012, -0.105, -0.053], [-0.028, 0.024, -0.002], [0.045, -0.015, 0.011], [-0.050, 0.012, 0.007], [0.086, 0.022, -0.073], [0.016, 0.016, 0.008], [-0.048, -0.004, -0.016], [-0.066, 0.023, 0.029], [-0.016, 0.040, 0.023], [0.006, -0.015, -0.012], [0.005, 0.010, -0.001], [0.015, -0.040, -0.047], [-0.023, -0.001, -0.073], [-0.030, 0.060, -0.026], [0.015, -0.049, -0.003], [-0.007, -0.002, -0.006], [0.037, -0.019, 0.038], [-0.003, -0.046, 0.010], [-0.031, -0.036, -0.023], [0.040, 0.034, 0.055], [0.045, -0.033, -0.017], [-0.029, -0.020, 0.046], [-0.064, 0.018, 0.018], [-0.015, 0.032, 0.000], [0.017, -0.025, 0.026], [0.013, -0.003, 0.004], [-0.072, 0.029, 0.050], [0.048, 0.015, -0.017], [-0.066, 0.015, 0.109], [0.165, -0.140, -0.046], [0.068, -0.085, 0.034], [-0.004, -0.078, 0.049], [0.016, -0.056, -0.014], [0.058, -0.017, -0.057], [-0.019, 0.062, -0.067], [0.065, 0.064, -0.061], [0.246, -0.403, -0.342], [0.033, -0.058, 0.145], [0.092, 0.095, 0.014], [-0.021, 0.047, -0.028], [-0.007, -0.021, 0.089], [-0.100, -0.153, 0.002], [-0.128, -0.033, -0.145], [0.799, 0.200, 0.176], [-0.042, 0.008, 0.057], [-0.004, 0.070, 0.027], [-0.013, 0.064, -0.075], [0.020, -0.030, -0.050], [-0.096, 0.042, 0.132], [-0.138, -0.085, -0.307], [0.018, 0.188, 0.165], [0.054, -0.174, -0.289], [-0.213, -0.102, -0.104], [-0.008, -0.040, 0.191], [0.110, -0.028, -0.041], [-0.011, -0.057, -0.064], [-0.136, 0.022, -0.079], [0.077, 0.189, 0.020], [-0.100, 0.178, 0.149], [0.154, 0.002, 0.082], [0.097, -0.119, -0.036], [0.024, 0.029, -0.113], [-0.061, 0.100, 0.000], [-0.152, -0.082, 0.044], [-0.021, 0.194, 0.090], [0.176, -0.111, 0.205], [0.006, -0.021, 0.149], [-0.094, -0.026, -0.003], [-0.059, -0.019, -0.100], [-0.037, 0.105, -0.067], [0.011, 0.144, 0.004], [0.063, 0.044, -0.015], [-0.016, 0.026, -0.060], [0.008, 0.016, -0.014], [-0.035, -0.017, 0.008], [0.020, 0.027, -0.018], [-0.012, -0.031, 0.038], [0.017, 0.000, 0.020], [0.070, -0.005, 0.017], [0.005, 0.013, -0.016], [-0.068, 0.045, 0.057], [-0.049, -0.090, -0.045], [0.023, 0.001, -0.038], [-0.015, -0.023, -0.043], [0.003, 0.022, 0.012], [-0.031, -0.009, 0.007], [0.005, 0.012, 0.014], [-0.003, -0.004, 0.016], [0.024, 0.012, 0.023], [-0.005, -0.020, -0.003], [0.003, 0.013, -0.006], [0.003, -0.077, -0.086], [0.038, -0.033, -0.057], [-0.063, 0.086, -0.003], [-0.104, -0.026, -0.098], [0.008, -0.006, -0.010], [-0.004, 0.038, -0.010], [0.000, 0.056, 0.013], [0.000, 0.017, 0.004], [0.088, -0.061, -0.025], [-0.041, 0.021, -0.014], [0.089, -0.065, -0.094], [-0.027, 0.003, -0.006]],
  "lowdin_charge": [0.582, 0.337, 0.550, -0.355, -0.091, -0.071, -0.079, -0.075, -0.073, -0.371, -0.105, -0.075, -0.084, -0.083, -0.097, -0.355, -0.380, -0.124, -0.044, 0.005, 0.668, 0.438, -0.354, -0.107, -0.075, -0.071, -0.089, -0.156, -0.357, -0.061, -0.063, -0.081, -0.081, -0.136, 0.113, 0.106, 0.104, 0.093, 0.071, 0.055, 0.104, 0.102, 0.102, 0.099, 0.043, 0.105, 0.106, 0.099, 0.044, 0.104, 0.108, 0.108, 0.110, 0.050, 0.761, -0.687, -0.091, -0.132, 0.014, -0.137, -0.095, 0.107, 0.069, 0.098, 0.107, 0.720, -0.571, -0.113, -0.105, -0.108, -0.058, -0.361, -0.163, 0.103, 0.098, 0.102, 0.113, 0.042, 0.024, -0.376, 0.828, -0.330, -0.197, -0.180, -0.189, -0.174, -0.189, -0.319, -0.186, -0.189, -0.184, -0.189, -0.186, -0.317, -0.203, -0.175, -0.177, -0.191, -0.179, 0.090, 0.088, 0.069, 0.110, 0.109, 0.107, 0.102, 0.109, 0.093, 0.098, 0.084, 0.106, 0.109, 0.081, 0.112, 0.085, 0.106, 0.106, 0.113, 0.108, 0.110, 0.092, 0.121, 0.097, 0.054, 0.079, 0.117, 0.093, 0.109, 0.097, 0.114, 0.067, 0.121]
}

***

{
  "formula": "C20H48AlCaClF3KN3O7P2",
  "method": "ωB97M-V/def2-TZVPD",
  "lumo_energy_ev": -7.22,
  "total_charge": 1,
  "orbital_gap_ev": 1.12,
  "elements": ["C", "C", "P", "C", "N", "C", "N", "C", "O", "O", "H", "H", "H", "H", "H", "H", "H", "H", "H", "H", "H", "H", "C", "C", "O", "C", "H", "H", "H", "H", "H", "H", "Al", "O", "P", "O", "C", "C", "O", "C", "C", "O", "C", "C", "H", "H", "H", "H", "H", "H", "H", "H", "H", "H", "H", "H", "H", "H", "H", "C", "C", "N", "C", "C", "C", "C", "H", "H", "H", "H", "H", "H", "H", "H", "H", "H", "H", "H", "H", "H", "H", "F", "Cl", "K", "F", "Ca", "F"],
  "coordinates": [[3.69359, -7.84030, 2.34800], [4.52546, -6.51587, 2.57795], [5.12510, -5.65418, 1.01267], [4.35522, -6.55672, -0.46203], [4.54017, -4.02962, 0.85032], [4.44728, -3.27517, 2.11578], [5.41615, -2.11862, 2.02618], [2.97212, -2.65883, 2.17203], [2.51979, -2.36932, 1.05878], [2.32187, -2.53529, 3.25632], [3.20803, -8.16215, 3.32808], [2.88780, -7.59673, 1.60325], [4.33821, -8.69367, 1.99126], [3.93998, -5.85359, 3.27780], [5.46589, -6.82794, 3.17820], [4.30035, -7.66002, -0.30923], [4.97390, -6.31067, -1.36788], [3.34883, -6.06789, -0.58825], [5.15649, -3.55027, 0.18602], [4.72261, -3.84261, 3.05395], [6.26127, -2.46860, 2.50631], [5.05379, -1.39630, 2.66445], [0.47900, -0.84650, -1.07076], [-0.35006, 0.40071, -0.96257], [-0.28628, 1.28208, -1.78658], [-1.27810, 0.51471, 0.21321], [1.09855, -0.79424, -1.96850], [1.13153, -0.93600, -0.19996], [-0.17600, -1.71870, -1.14482], [-0.70447, 0.48090, 1.14316], [-2.00506, -0.29666, 0.18888], [-1.81084, 1.46620, 0.16446], [7.59680, -5.08442, 0.83945], [-2.14004, 4.91235, 6.02207], [-1.15729, 4.82101, 4.87230], [-1.71971, 6.09986, 3.98507], [-1.38595, 7.41219, 4.43468], [0.08838, 7.71678, 4.23882], [-1.93472, 3.57216, 4.10941], [-2.88213, 2.73970, 4.75174], [-4.28220, 3.25127, 4.50365], [0.10603, 4.63334, 3.77698], [0.04697, 3.80554, 2.61262], [-0.84092, 4.37424, 1.52673], [-1.66947, 7.52871, 5.48508], [-1.98433, 8.11309, 3.85041], [0.70755, 7.08363, 4.88103], [0.30272, 8.75908, 4.48166], [0.38989, 7.52431, 3.20812], [-2.66995, 2.63446, 5.81667], [-2.78327, 1.74268, 4.31513], [-4.40480, 4.29596, 4.81815], [-5.01524, 2.64372, 5.03391], [-4.51528, 3.22389, 3.40160], [-0.22249, 2.78264, 2.87338], [1.06933, 3.75042, 2.22825], [-1.88251, 4.44119, 1.84015], [-0.80119, 3.74336, 0.63596], [-0.52412, 5.38395, 1.25803], [-3.57627, -0.64785, -7.84130], [-3.41624, -0.00820, -6.46243], [-2.31539, -0.49937, -5.71395], [-2.42088, -0.09035, -4.32367], [-2.32872, 1.40119, -4.00665], [-0.99244, -0.42178, -6.32154], [-0.49200, 0.95345, -6.76417], [-3.60962, -1.73578, -7.76581], [-4.51537, -0.31495, -8.30367], [-2.76719, -0.37031, -8.51613], [-4.32289, -0.23322, -5.90238], [-3.38003, 1.08833, -6.58075], [-1.67065, -0.61495, -3.72840], [-3.38373, -0.46235, -3.94754], [-1.30281, 1.75688, -4.08659], [-2.64476, 1.56671, -2.97568], [-2.96667, 2.02173, -4.64608], [-0.97938, -1.08406, -7.19496], [-0.25970, -0.86442, -5.64283], [-1.24682, 1.51808, -7.31705], [0.36862, 0.83228, -7.42677], [-0.15833, 1.55487, -5.91967], [-2.37902, -1.56590, -1.14329], [-5.27855, 1.64894, 2.93558], [-5.83947, 0.63824, -6.62501], [1.57161, -9.26406, 3.78461], [7.07361, -5.08919, 3.84828], [-3.93114, -1.18720, -2.26969]],
  "forces_ev_per_angstrom": [[-0.013, 0.081, 0.096], [-0.006, -0.410, 1.070], [-0.292, -0.546, -1.079], [0.073, 0.849, 0.183], [1.112, -1.696, 1.161], [-0.046, 1.909, -0.231], [-0.284, -0.998, 1.035], [-2.837, 0.175, 1.440], [1.117, -0.040, -0.589], [2.590, -0.618, -0.783], [0.020, 0.121, -1.053], [0.670, -0.513, 0.865], [-0.693, 0.964, 0.210], [0.420, -0.333, -0.951], [-0.914, 0.214, -0.724], [0.015, 0.961, -0.087], [-0.547, -0.292, 0.881], [0.828, -0.721, 0.128], [-0.536, 0.327, 0.128], [-0.613, -0.225, -0.686], [-0.052, 0.600, -0.437], [0.111, -0.103, -0.487], [0.225, 0.218, -0.226], [-0.119, -0.365, 0.231], [0.129, 0.465, -0.439], [0.094, 0.510, 0.283], [-0.071, 0.024, 0.045], [-0.132, -0.279, 0.056], [0.091, -0.029, 0.243], [-0.057, -0.182, 0.009], [0.190, 0.070, 0.299], [0.022, -0.056, -0.028], [-0.244, -0.049, -0.255], [3.720, 0.268, 1.857], [-5.806, -0.892, -6.182], [0.679, 0.189, 0.681], [0.053, 0.367, -0.011], [0.057, -0.062, 0.005], [0.700, -0.221, 0.459], [-0.186, -0.136, -0.453], [0.388, -0.104, 1.847], [0.743, 0.717, 3.358], [0.327, -0.920, -0.690], [-0.331, 0.292, 0.110], [-0.049, -0.015, -0.026], [-0.082, -0.174, -0.027], [0.033, 0.047, 0.014], [-0.034, -0.037, 0.030], [-0.045, 0.035, 0.036], [-0.195, 0.228, 0.039], [0.104, 0.067, -0.051], [-0.171, 0.132, -0.360], [0.151, 0.263, 0.294], [0.126, 0.287, -0.500], [-0.123, 0.151, 0.022], [0.074, 0.253, 0.290], [0.070, -0.074, 0.037], [0.171, -0.031, 0.066], [0.083, -0.075, -0.032], [0.019, -0.029, -0.009], [0.949, -0.528, -0.530], [0.223, -0.157, 0.296], [-0.145, 0.060, 0.489], [0.060, 0.087, -0.022], [0.097, -0.166, -0.547], [0.178, 0.092, 0.074], [0.041, 0.054, 0.046], [0.317, -0.168, -0.392], [-0.094, 0.029, 0.017], [1.640, -0.823, 0.927], [-0.134, 0.328, -0.082], [-0.014, -0.052, -0.134], [0.255, 0.048, -0.256], [-0.101, 0.100, 0.035], [0.076, -0.028, -0.051], [0.001, -0.028, -0.039], [-0.119, 0.027, 0.033], [-0.258, 0.043, 0.183], [-0.006, -0.004, 0.008], [-0.065, -0.017, 0.016], [-0.114, 0.053, -0.035], [-2.624, 0.199, -2.010], [-0.407, -0.632, -0.908], [-2.620, 1.270, -0.415], [0.582, 0.359, -0.146], [-0.489, 0.052, 0.308], [2.040, -0.757, 2.024]],
  "lowdin_charge": [-0.144, -0.419, 0.640, -0.218, -0.161, -0.405, 0.049, -0.672, 0.005, -0.047, 0.063, 0.089, 0.091, 0.098, -0.005, 0.052, 0.049, 0.075, 0.072, 0.060, -0.005, 0.097, -0.019, -0.508, 0.039, -0.021, 0.083, 0.064, 0.075, 0.090, 0.061, 0.077, 0.429, -0.223, 0.703, -0.228, -0.291, -0.084, -0.268, -0.279, -0.207, -0.236, -0.271, -0.063, 0.110, 0.119, 0.069, 0.080, 0.079, 0.121, 0.112, 0.115, 0.052, -0.044, 0.109, 0.123, 0.068, 0.072, 0.080, -0.087, -0.422, -0.172, -0.234, -0.072, -0.220, -0.073, 0.102, 0.028, 0.088, 0.004, 0.089, 0.118, 0.079, 0.057, 0.077, 0.062, 0.107, 0.125, 0.067, 0.078, 0.065, -0.116, 0.297, 1.050, -0.598, 1.110, -0.164]
}